Entry 1:
29
Properties=species:S:1:pos:R:3:forces:R:3 method="wB97M-V/def2-TZVPD" de_lowest_kcal_mol=22.0 orbital_gap_ev=6.3836 e_homo_ev=-7.07 energy_ev=-24763.729
I -4.67230 -0.42384 1.66529 0.2 0.1 -0.3
Al -2.58378 -0.11851 3.25114 -0.5 0.5 1.3
O -1.10730 0.77680 -1.08131 0.0 0.1 0.2
N 1.53686 -0.57778 -1.67645 0.0 0.1 -0.3
C 1.77996 -1.31521 -0.37348 -0.2 0.3 -0.3
C 1.30170 0.93985 -1.43518 -0.6 -0.4 0.1
C 0.35066 -1.20993 -2.40655 0.4 -0.2 0.3
C -3.02057 1.48352 4.45657 -0.8 0.8 0.5
C 0.10436 1.26648 -0.52421 -0.3 -0.3 -0.1
C 2.76965 -0.72247 -2.56537 -0.5 0.1 0.5
H 3.62364 -0.27441 -2.04915 -0.2 -0.1 -0.1
H 1.15683 1.38658 -2.42760 0.0 -0.2 0.2
H 2.94937 -1.78734 -2.73992 -0.1 0.2 0.1
H -2.51116 -1.41780 4.17156 0.0 -0.3 -0.1
H 0.01451 2.35325 -0.42543 0.5 0.0 0.0
H 0.87589 -1.26673 0.24110 0.2 0.0 -0.1
H 2.22398 1.33740 -0.99749 -0.2 -0.2 0.0
H -2.80431 1.16788 5.57977 -0.3 0.9 -2.2
H 0.66749 -2.18812 -2.78613 0.1 0.3 0.1
H 2.00929 -2.36011 -0.60486 0.0 0.3 0.0
H -4.18022 1.69720 4.36662 2.2 -0.3 0.3
H -0.46936 -1.36433 -1.70246 0.2 0.4 -0.2
H -1.21773 -0.01012 2.45776 0.5 0.2 -0.7
H 2.62032 -0.84258 0.14221 -0.2 -0.1 -0.1
H 0.06184 -0.55987 -3.23685 0.0 -0.1 0.3
H 2.57701 -0.20773 -3.51163 0.0 -0.1 0.2
H 0.23134 0.84460 0.47450 0.2 0.1 0.1
H -2.47579 2.48134 4.15440 -1.0 -1.8 0.9
H -1.81218 0.91199 -0.41688 0.3 -0.2 -0.3



Entry 2:
29
Properties=species:S:1:pos:R:3:forces:R:3 method="wB97M-V/def2-TZVPD" orbital_gap_ev=8.2773 smiles=CCCCN[PH3]B(O)CC e_homo_ev=-7.74 energy_ev=-20031.337
P -0.64097 1.63561 -0.21990 -0.1 -0.2 0.2
O -3.08969 1.38349 1.40820 0.2 -0.7 0.1
N 0.93207 2.31789 -0.73610 -0.1 -0.3 0.5
C 2.01978 0.00024 -0.69404 0.4 0.0 0.2
C -2.53745 -1.60121 0.08622 0.0 0.1 0.1
C 2.14117 1.51451 -0.45624 -0.1 0.1 -0.5
C 1.86201 -0.86045 0.56050 -0.3 -0.1 0.0
C 2.28560 -2.30883 0.32367 -0.3 0.4 0.1
C -3.06684 -0.26955 -0.50609 -0.2 0.2 -0.4
B -2.41396 0.89120 0.31688 -0.2 0.0 -0.2
H 0.82342 -0.86395 0.90116 0.0 0.1 0.1
H -0.09111 1.25337 1.06964 0.0 0.1 0.1
H 2.96230 -0.31222 -1.14884 0.0 0.0 -0.1
H 1.24637 -0.23398 -1.42287 0.0 0.0 -0.1
H 2.91784 1.87377 -1.13249 0.1 0.1 0.0
H -2.48219 1.59355 2.12174 0.0 0.7 0.1
H -0.65795 0.85750 -1.42008 0.1 0.0 0.0
H 1.60146 -2.77261 -0.38581 0.1 -0.1 -0.1
H -3.34661 -2.19713 0.49917 0.0 0.0 0.1
H -2.79353 -0.21527 -1.56101 0.0 0.0 -0.1
H 2.52526 1.68859 0.55379 -0.1 -0.1 0.2
H -1.18267 2.95233 -0.26864 0.0 0.1 0.0
H -4.15567 -0.23247 -0.47532 -0.1 -0.1 0.1
H 1.01991 3.17240 -0.19113 0.1 0.2 -0.2
H 3.29608 -2.33888 -0.07854 0.1 -0.2 0.0
H 2.24176 -2.87214 1.25285 0.1 -0.1 0.0
H -1.82433 -1.42900 0.89608 0.1 -0.1 0.1
H -2.03628 -2.20739 -0.66362 0.1 0.0 -0.1
H 2.44420 -0.41935 1.37082 0.1 0.0 0.0



Entry 3:
36
Properties=species:S:1:pos:R:3:forces:R:3 method="wB97M-V/def2-TZVPD" multiplicity=2 de_lowest_kcal_mol=190.5 orbital_gap_ev="6.2300 / 2.8347" e_homo_ev="-8.10 / -6.59" energy_ev=-204843.294
Br 11.23822 -4.88210 1.99724 -0.3 0.1 -0.1
Br 5.34097 -6.73422 2.95604 0.4 0.5 -0.4
Cu 7.39862 -3.94488 0.68263 -0.4 -0.2 0.1
O 7.73732 -6.99598 -2.34644 -0.1 -2.0 -1.1
O 7.50384 -1.54074 -2.02726 0.6 -1.1 0.8
O 7.07489 -0.02455 2.65144 0.0 -1.3 0.9
N 7.87126 2.01313 2.65416 3.2 3.8 -1.1
N 4.96049 -2.49487 -1.45186 0.0 -1.1 0.3
N 6.97721 -8.98324 -3.31906 -1.6 0.3 1.6
N 6.35625 1.57008 4.05076 -3.8 1.0 5.0
N 8.74256 -8.05424 -4.10117 2.3 1.2 -0.8
C 7.14656 1.06478 3.20684 1.3 -2.6 -5.7
C 8.79560 -0.93300 -1.99927 -1.0 2.0 -1.6
C 5.24282 -1.86062 -2.72153 -0.3 0.9 -0.7
C 7.80743 -7.94725 -3.15633 0.2 1.8 0.4
C 6.37814 -0.81999 -2.51998 0.0 0.0 -0.3
C 3.85857 -1.46782 -3.37336 0.4 0.1 -0.1
H 5.73420 -2.56860 -3.38892 -0.2 -0.4 0.1
H 3.17821 -2.31850 -3.41269 0.4 -0.6 0.2
H 6.64997 -0.37518 -3.47725 -0.1 0.2 -0.2
H 8.50846 1.97024 1.87172 -0.3 -0.8 0.4
H 6.07222 -0.02216 -1.84325 0.0 0.1 0.3
H 5.68976 0.93865 4.47169 0.1 0.5 0.3
H 3.84953 -1.15358 -4.41704 0.5 0.4 0.0
H 3.25899 -0.77211 -2.78633 0.4 0.5 0.1
H 9.48228 -7.36919 -4.04130 0.0 -0.3 -0.5
H 6.32524 -8.97797 -2.54767 -0.5 -1.2 -0.5
H 8.84340 -0.06447 -1.34240 0.0 -0.4 0.8
H 9.68985 -1.55380 -1.94446 -0.8 -0.7 0.6
H 8.93356 -0.42311 -2.95272 0.1 0.0 -0.6
H 6.56206 2.50630 4.36893 -0.7 -0.5 0.5
H 7.83950 2.92641 3.08429 0.3 -0.1 -0.3
H 8.69389 -8.77215 -4.80994 0.5 0.5 0.2
H 4.51284 -3.35535 -1.73341 0.1 -0.6 0.4
H 7.24913 -9.69943 -3.97727 -0.8 -0.2 0.9
H 4.19715 -2.02688 -0.98451 0.0 0.5 0.2



Entry 4:
31
Properties=species:S:1:pos:R:3:forces:R:3 method="wB97M-V/def2-TZVPD" total_charge=-1 orbital_gap_ev=6.8253 e_homo_ev=-4.67 energy_ev=-95094.186
Nb -4.95367 -2.28212 -0.25070 1.7 -0.5 0.0
Br -1.61601 -2.31780 -2.48025 0.1 -0.1 -0.2
S 2.50683 1.95816 -0.49955 0.3 -0.2 -0.3
O 1.78833 1.22703 0.49091 -0.2 0.1 0.2
O 2.01381 3.20691 -0.99069 -0.1 0.2 0.1
O 4.00745 2.17455 0.00052 0.0 -0.1 -0.1
C -1.62547 -2.30492 -0.51834 -0.5 -0.6 0.8
C 2.85820 0.88547 -1.84774 0.0 0.0 0.0
C -2.82174 -3.05059 0.07823 0.0 0.7 -1.0
C 4.23830 3.21717 0.96718 0.0 0.3 0.3
C 3.76075 2.85148 2.35935 -0.1 -0.1 -0.1
C -1.47400 -0.89191 -0.03914 0.3 0.0 -1.0
H 2.67817 2.74658 2.39531 0.0 0.0 0.0
H -0.74675 -2.86843 -0.25675 0.6 -0.2 -0.2
H -2.62071 -3.05320 1.14494 -0.1 -0.2 0.4
H 5.31661 3.36382 0.96583 0.0 -0.1 -0.1
H -4.82100 -2.37109 -2.07239 -0.3 0.1 -0.4
H -0.48004 -0.55933 -0.30479 0.4 0.3 0.3
H 1.89791 0.57727 -2.25664 0.0 0.0 0.0
H 3.40067 0.02193 -1.47390 0.0 0.0 0.0
H -1.65701 -0.82007 1.01968 -0.1 0.1 0.4
H -2.77244 -4.06089 -0.30715 -0.1 -0.6 0.1
H -5.63568 -3.99396 -0.15345 -0.6 0.2 0.3
H 4.19542 1.90353 2.67536 0.0 0.0 0.0
H 3.77763 4.14242 0.61673 -0.1 -0.1 -0.1
H 3.43649 1.42633 -2.59101 0.0 0.0 0.0
H -4.62707 -0.48181 -0.20675 -0.6 0.3 0.3
H -6.71930 -1.83412 -0.51620 0.0 -0.1 -0.1
H -5.20088 -2.16257 1.58889 -0.3 0.1 0.1
H -2.15665 -0.27885 -0.60373 -0.5 0.4 0.2
H 4.05184 3.62902 3.06626 0.1 0.0 0.0



Entry 5:
42
Properties=species:S:1:pos:R:3:forces:R:3 method="wB97M-V/def2-TZVPD" multiplicity=4 de_lowest_kcal_mol=45.8 total_charge=-2 orbital_gap_ev="2.2790 / 8.0230" e_homo_ev="2.33 / -3.50" energy_ev=-96805.641
Ti 14.55333 25.52092 -4.21112 -0.8 -1.9 -0.2
Cl 12.30532 24.29999 -5.23811 1.2 0.9 0.3
S 15.13452 27.16991 -1.39939 5.2 1.3 -0.5
S 13.15953 25.81952 -1.03482 -8.3 -5.0 4.1
P 14.96023 28.79940 -6.01054 1.1 2.0 -2.9
F 12.09386 25.00722 -1.94661 0.2 1.0 0.0
F 16.49582 26.32085 -1.73257 -0.6 1.0 -0.2
O 15.97211 23.70285 -3.92248 -1.6 2.7 -0.6
O 14.35120 27.97970 -4.92968 -0.6 -1.3 -0.6
O 15.31764 27.32039 0.04881 -1.6 -0.4 -2.5
O 13.39429 24.74986 -0.07919 0.3 2.1 0.1
O 12.44359 27.02773 -0.66359 1.4 -0.9 -0.3
O 15.25273 28.36295 -2.24827 -0.9 -2.5 1.6
N 14.21493 25.89703 -2.06409 4.4 4.0 -1.7
N 15.76457 27.89103 -7.22456 2.0 2.0 1.7
N 13.96134 29.67131 -7.14429 -0.1 -0.7 2.3
N 16.11134 29.91174 -5.31611 -1.6 -1.4 -1.2
C 12.53845 29.28021 -7.38822 0.7 0.4 0.2
C 16.65994 28.48859 -8.20315 0.3 -0.1 -0.4
C 14.65517 30.53476 -8.12742 -1.3 1.1 0.6
C 17.27405 29.14033 -4.84770 -0.1 0.8 0.9
C 15.11061 26.73382 -7.70487 -0.2 -1.3 1.9
C 15.55413 30.99022 -4.42957 -0.1 -0.8 -1.5
H 11.75987 29.97452 -7.07221 0.3 0.7 0.5
H 15.50867 25.94467 -7.06698 -0.1 -1.0 -0.2
H 17.17411 29.40520 -7.91408 -0.3 0.0 0.3
H 14.40482 30.20597 -9.13604 0.2 0.1 -0.1
H 16.29671 31.78603 -4.37151 0.0 -0.1 0.3
H 12.30889 28.35412 -6.86122 0.2 -0.1 -0.2
H 16.25934 24.30647 -4.63500 1.0 -0.8 -0.3
H 18.12913 29.24014 -5.51627 0.0 0.1 0.0
H 14.69699 31.37939 -4.97906 0.0 0.2 0.0
H 15.71526 30.76996 -8.03270 0.1 -1.1 0.3
H 14.06608 26.79679 -7.39977 -0.5 -0.4 -1.0
H 12.33263 29.19064 -8.45485 0.4 -0.4 -0.2
H 17.46228 27.81072 -8.49444 0.0 -0.4 0.2
H 15.37186 26.44283 -8.72230 -0.5 0.5 -0.1
H 17.08414 28.08198 -4.66899 -0.2 -0.1 -0.1
H 17.48937 29.55915 -3.86468 0.5 -0.1 0.0
H 16.08633 28.67230 -9.11162 0.2 0.3 -0.2
H 14.31534 31.55305 -7.93844 -0.7 0.3 -0.5
H 15.16303 30.66366 -3.46598 0.5 -0.3 0.2



Entry 6:
29
Properties=species:S:1:pos:R:3:forces:R:3 method="wB97M-V/def2-TZVPD" de_lowest_kcal_mol=11.1 total_charge=-1 orbital_gap_ev=4.8151 e_homo_ev=-1.63 energy_ev=-65802.162
Zn 0.24977 -0.75590 -0.82153 0.6 0.3 -0.3
Si -1.65479 -0.28609 3.85029 -0.5 -0.1 0.0
N 2.16828 0.60162 -0.56981 0.7 -0.3 1.5
N -1.12456 1.50791 -0.92086 -2.4 2.0 0.7
C 0.51865 -2.67118 -0.44041 -0.8 0.2 -0.3
C -1.56190 1.37979 4.72712 0.2 0.6 0.0
C -0.81229 -0.38042 2.22730 0.3 -0.4 -0.1
C -3.48512 -0.61801 3.54656 -0.5 0.0 -0.2
C -1.14208 -1.49782 5.19719 0.4 -0.5 0.2
C -0.36399 -0.58625 1.08193 -1.1 1.8 2.4
H -0.72455 2.37816 -1.25719 -0.3 0.1 0.1
H 2.22225 1.37165 -1.20841 -0.2 0.2 -0.3
H -0.15311 -1.27219 5.60918 0.0 0.0 -0.2
H -1.09573 1.43311 0.09681 -0.2 0.1 -0.1
H 0.66802 -2.96410 0.57410 0.0 0.0 0.8
H -0.58711 1.54969 5.19701 0.1 -0.1 -0.2
H -3.67816 -1.68031 3.35515 0.2 0.1 -0.1
H -3.80596 -0.06740 2.65562 0.0 -0.1 0.0
H 2.09787 0.95188 0.39982 0.2 -0.2 -0.7
H -1.10486 -2.52682 4.82915 0.1 0.0 -0.1
H -1.81201 -1.52479 6.06821 -0.1 0.3 -0.3
H -2.07012 1.33436 -1.31115 0.7 0.3 0.4
H 1.36163 -2.84211 -1.01555 1.7 -1.3 -1.4
H 0.00245 0.71907 -1.57376 0.9 -1.9 -1.6
H -0.39280 -3.08338 -0.83732 -0.2 -0.7 -0.3
H -1.72867 2.20167 4.02620 0.1 0.0 -0.1
H 3.00355 0.02845 -0.66724 0.0 0.2 0.1
H -4.17311 -0.32880 4.35243 0.3 0.0 0.1
H -2.29486 1.52542 5.53264 0.0 -0.4 -0.2